1.
# C22H35O3Sr

A molecular structure, C22H35O3Sr (ωB97M-V with the def2-TZVPD basis set, OMol25).

Properties
charge: -1
HOMO level: -2.8485 eV
lowest unoccupied orbital energy: 1.92 eV
energy: -30358.4246 eV

```
61
Properties=species:S:1:pos:R:3:forces:R:3
H -0.775 -0.342 -5.115 0.11 -0.30 0.07
H -0.727 -2.073 -4.619 -0.16 0.25 -0.06
C -0.204 -1.495 -0.964 -0.03 0.24 -0.91
H 2.272 -2.320 2.539 0.21 0.09 -0.15
H 0.983 -3.226 -0.317 -0.53 0.12 -0.13
C 3.614 0.640 1.735 0.06 -0.80 0.27
H 1.973 0.743 6.196 -0.22 0.11 0.03
O -2.475 -1.264 -2.771 -1.49 -1.14 -1.59
H 3.307 3.072 -0.136 -0.19 -0.25 0.01
H 2.356 1.857 4.097 0.16 0.08 -0.20
C 1.404 0.470 5.296 -0.23 -0.13 0.38
C -2.611 -1.055 -4.227 -0.93 -0.61 -1.25
H 1.289 3.242 5.818 -0.11 -0.16 0.09
H 1.973 -0.330 4.821 -0.42 0.00 -0.02
H 0.635 -0.778 -0.998 -0.02 -0.66 0.15
C 3.285 0.117 0.462 -0.25 -0.07 0.19
H -3.842 0.026 -5.593 0.25 0.03 0.14
H -1.490 -2.732 1.624 0.08 0.13 -0.42
H -3.332 -3.047 -4.961 -0.01 -0.06 0.14
C 2.305 3.351 0.162 -0.26 0.50 0.18
C -1.350 -1.275 -5.048 0.16 0.29 0.13
H 3.472 0.601 -0.489 0.03 -0.05 -0.02
H 0.410 0.103 5.577 0.06 -0.02 0.06
H -1.623 -1.576 -6.075 0.01 0.18 0.41
H -4.452 -1.923 -2.363 0.26 -0.08 0.07
C 2.694 -1.441 2.052 0.70 0.32 -0.16
C -1.224 -3.498 -0.448 -0.23 -0.32 -0.98
H 3.545 -0.272 3.766 -0.22 0.10 -0.27
C 1.924 3.710 1.473 -0.38 0.34 -0.43
C -1.688 -2.456 0.574 0.44 0.55 -0.09
H -1.870 -3.419 -1.359 0.23 -0.51 1.10
H 2.576 3.727 2.335 -0.12 -0.31 0.04
H -0.898 -1.286 -1.801 0.80 -0.08 0.55
C 0.590 4.190 1.437 0.32 0.14 -0.34
C 0.153 4.144 0.086 -0.23 -0.11 0.11
H -2.752 -2.223 0.461 0.04 -0.12 0.08
H 0.907 3.732 4.180 -0.26 -0.19 0.05
H -0.313 2.804 5.124 0.06 0.21 0.03
H 4.056 1.603 1.943 0.01 0.07 -0.06
H -0.788 4.547 -0.292 0.21 -0.16 0.08
H 0.392 -3.431 -1.983 -0.43 0.55 0.63
C 1.215 3.620 -0.701 -0.05 -0.11 -0.04
H -1.201 -4.525 -0.053 -0.15 0.35 -0.17
H 0.055 4.638 2.272 0.03 -0.29 -0.21
C 0.128 -3.007 -0.984 0.56 0.60 0.62
H -3.337 -3.307 -2.556 0.40 0.66 0.33
C 2.751 -1.186 0.652 -0.46 0.11 0.45
O -0.941 -1.244 0.255 0.05 -0.59 0.05
C 3.303 -0.338 2.709 0.02 -0.13 -0.78
H -4.223 0.321 -3.904 0.17 0.06 -0.01
C 1.300 1.638 4.334 0.44 -0.05 -1.52
H -4.635 -1.825 -4.739 0.27 -0.23 -0.08
O 0.633 1.315 3.147 -0.64 -0.11 0.25
C -3.662 -2.182 -4.389 0.35 0.11 0.43
H -2.793 1.081 -4.654 0.09 0.23 0.20
C -3.551 -2.276 -2.881 -0.53 -0.22 0.53
C 0.756 2.930 4.911 -0.13 0.15 0.29
H 1.239 3.561 -1.787 -0.07 -0.08 0.18
C -3.392 0.177 -4.602 0.17 0.91 -0.06
Sr 0.145 1.294 0.901 2.01 0.22 1.59
H 2.508 -1.903 -0.128 0.00 0.22 0.08
```
Positions in Å, forces in eV/Å.



2.
# C22H36BBrF4N3OP2Ta

A molecular structure, C22H36BBrF4N3OP2Ta (ωB97M-V with the def2-TZVPD basis set, OMol25).

Properties
charge: +2
HOMO level: -14.4806 eV
lowest unoccupied orbital energy: -8.96 eV
energy: -131622.1358 eV
ΔE to the lowest compared entry with this formula, charge and spin: 133.7 kJ/mol

```
71
Properties=species:S:1:pos:R:3:forces:R:3
H -3.336 0.485 2.629 0.95 -0.28 -1.31
H 0.657 1.995 3.637 0.77 0.55 0.12
O 0.149 0.494 0.631 0.64 1.43 -0.58
C -0.089 -0.851 -2.676 0.49 0.42 -2.38
H 6.190 1.456 1.695 0.25 -0.19 -0.16
H 4.840 4.807 -0.387 1.00 -0.50 -0.73
C -3.549 -1.785 1.235 0.33 -1.12 1.61
H -0.845 -4.482 -2.230 -0.15 -0.61 -0.06
H -1.672 -0.079 2.682 0.09 0.44 -0.66
F -6.804 -3.482 0.032 0.03 0.49 0.31
H -2.662 -4.282 -2.289 1.04 0.03 -0.29
H 1.998 -0.970 3.521 0.27 0.13 -0.07
H -2.207 1.279 1.454 0.46 -0.09 1.20
H 5.849 3.079 2.200 1.01 1.94 0.34
H -4.463 -1.999 0.721 -0.52 0.50 -0.74
C -1.582 -0.844 -0.253 -0.88 -0.74 0.62
H 3.686 -1.042 3.046 -0.11 0.24 0.30
B -6.484 -3.413 -1.236 0.49 0.01 0.09
H -4.676 0.353 0.581 1.50 0.09 -0.92
H -1.894 -5.000 -3.649 0.45 -0.51 -0.43
C -1.698 -4.285 -2.876 -1.34 2.13 0.69
Ta 1.923 1.185 0.543 -3.71 0.43 -1.27
C 0.129 0.055 -1.707 0.75 0.89 0.29
H 5.025 1.000 -1.254 0.17 -0.81 -0.14
P 2.823 1.202 2.854 1.63 -0.53 4.04
H 0.687 -3.607 -4.063 -0.86 0.56 0.42
P 4.211 2.423 0.558 3.72 2.46 -0.79
C -1.436 -2.864 -3.533 1.24 -1.00 1.27
H 6.033 2.470 -1.198 -0.17 0.05 0.42
C -2.697 -0.602 0.757 -1.82 -0.12 0.82
Br 1.449 1.592 -2.060 -0.71 -0.94 0.46
C -0.222 -3.100 -4.472 0.02 -0.22 -0.24
C -3.776 0.104 -0.088 -1.81 -0.04 -0.94
H 0.115 -2.184 -4.953 -0.06 -0.02 -0.23
C -0.497 -0.002 -0.479 0.76 0.17 1.64
H -2.482 -2.664 -1.085 0.82 1.21 0.28
H -3.439 -2.079 -3.456 0.38 0.67 -0.18
C 5.431 2.157 2.002 -2.68 -2.13 -0.47
C 2.963 -0.437 3.614 -1.82 -1.65 -1.64
H -3.385 0.957 -0.654 -0.30 0.21 0.32
H 3.260 4.600 0.202 0.13 0.26 0.35
N 0.887 3.107 0.808 3.22 -3.40 -0.45
N -2.790 4.100 2.487 1.71 0.26 -1.06
H 5.076 0.634 3.559 -0.47 0.92 -0.36
C -1.024 -1.831 -2.422 -0.94 -1.66 0.37
N -0.618 4.882 1.558 2.28 -2.00 -1.05
C 4.637 1.613 3.232 0.39 -0.60 -0.95
H -2.358 -1.467 -4.856 -0.84 -0.32 0.25
F -5.730 -2.418 -1.713 -0.33 -0.24 0.26
C 5.045 2.040 -1.015 -1.22 0.49 -0.78
H -0.532 -3.792 -5.247 -0.20 0.09 -0.36
C -1.774 4.402 1.991 -3.34 -0.12 1.91
H -3.216 -3.071 -4.753 0.00 -0.76 -1.16
F 2.567 -0.459 -0.103 0.39 0.83 0.59
C -1.707 -1.851 -1.167 -0.91 -1.15 -2.17
C 0.141 3.914 1.199 -2.15 3.49 0.71
C 1.715 2.175 3.947 -0.18 0.42 0.79
F -6.811 -4.409 -2.002 -0.16 -0.29 -0.68
H 4.623 4.684 1.385 -0.42 -0.06 -0.90
C -2.689 -2.317 -4.226 0.75 0.56 0.85
H 2.062 3.231 3.878 -0.78 -0.50 -0.27
H 3.156 -0.461 4.662 0.55 0.56 0.77
H -3.868 -1.620 2.278 0.23 0.03 -0.40
H 0.367 -0.707 -3.679 -0.42 -0.32 0.90
C 4.302 4.304 0.383 -2.00 -0.45 2.12
H 4.716 2.259 4.095 -0.25 0.37 0.16
H 4.303 2.532 -1.700 0.90 -0.37 0.13
H 1.764 1.949 5.058 0.33 -0.28 -1.37
H -3.117 -2.760 1.248 1.09 -0.72 0.11
H -4.229 -0.621 -0.846 0.85 0.97 0.82
C -2.420 0.319 1.969 -0.50 0.43 -0.11
```
Positions in Å, forces in eV/Å.



3.
# C22H36ClFN2O5

3 unconnected molecules or ions with the total composition C22H36ClFN2O5 (ωB97M-V with the def2-TZVPD basis set, OMol25).

Properties
<S²>: 2.01
multiplicity: 3
HOMO level (alpha / beta): -8.0729 / -9.2100 eV
lowest unoccupied orbital energy (alpha / beta): -1.04 / -1.05 eV
energy: -51852.2060 eV
ΔE to the lowest compared entry with this formula, charge and spin: 0.0 kJ/mol

```
67
Properties=species:S:1:pos:R:3:forces:R:3
H -4.956 -1.471 -0.954 0.05 0.01 0.04
C -2.156 -0.985 -1.634 -0.05 0.07 0.03
H 5.186 -0.884 -0.128 -0.07 -0.02 0.04
C 4.904 1.237 -0.340 -0.07 -0.02 0.01
C 0.820 -3.631 2.820 0.22 0.53 0.44
H -0.923 0.771 -1.510 -0.07 0.06 0.01
H -0.728 -0.319 -0.143 0.02 0.02 0.04
C -5.119 1.225 -2.771 0.03 0.16 -0.12
H 4.529 1.948 -1.081 -0.03 -0.01 0.00
H -3.785 0.654 1.687 0.00 0.02 0.01
C 2.759 1.127 1.066 -0.42 0.44 -0.03
C -2.996 0.115 1.162 -0.06 -0.01 -0.07
C -0.297 -1.707 3.394 -0.12 -0.66 -0.35
O -3.183 2.504 -1.558 -0.26 0.08 0.24
H 4.773 0.878 1.767 -0.07 -0.06 0.00
H -5.705 0.502 -3.339 -0.02 -0.03 0.02
C -2.451 0.951 -0.006 -0.13 -0.22 0.71
C 1.885 2.151 0.307 -0.11 -0.05 -0.13
C 2.309 1.143 2.519 0.06 -0.20 0.17
O -1.235 -2.572 2.830 -0.07 0.45 -0.28
O -1.048 -4.402 1.513 -0.30 -0.16 0.05
H 1.404 0.024 -1.949 0.00 -0.02 -0.01
H -2.571 -1.750 -0.971 -0.01 0.01 0.03
H -5.804 1.908 -2.268 0.00 -0.01 0.02
H -2.415 2.797 1.144 -0.05 -0.04 -0.04
H 2.384 2.167 2.887 -0.01 0.03 -0.03
N -3.540 1.457 -0.905 0.78 -0.05 -0.75
H 1.952 -2.339 -1.049 0.00 0.01 0.00
H -5.248 -0.113 0.127 0.01 0.04 0.01
C 2.483 0.177 -1.984 -0.08 0.07 0.09
C 4.250 1.478 1.016 0.24 -0.07 -0.10
H 3.555 -2.662 -0.381 -0.03 0.03 0.04
C -3.246 -0.388 -2.520 0.25 -0.06 -0.06
O -0.545 -0.589 3.668 -0.08 0.41 0.38
C 3.004 -2.055 -1.095 0.06 -0.16 0.06
F 2.025 -1.985 4.083 -0.37 -0.23 -0.24
H 3.377 -2.281 -2.094 -0.01 0.03 -0.03
H 4.363 2.522 1.315 -0.03 0.02 0.02
H -1.211 2.734 -0.148 -0.08 0.02 -0.04
C -1.730 2.143 0.603 0.17 0.18 -0.02
N 2.557 -0.251 0.501 1.04 -0.14 0.33
H 1.209 2.653 0.997 0.10 0.06 0.06
H 2.678 1.246 -1.996 -0.01 0.02 0.03
C -1.468 0.112 -0.825 0.04 -0.12 -0.25
H 2.926 0.508 3.151 -0.01 -0.06 -0.03
H -2.190 -0.070 1.872 -0.03 0.08 -0.07
H -3.784 -1.178 -3.048 -0.03 0.00 -0.01
O 2.744 -1.188 1.360 -0.46 0.05 0.00
C -4.269 0.465 -1.761 -0.57 -0.29 0.16
H -2.771 0.235 -3.284 -0.02 0.08 0.05
H 1.274 0.821 2.616 -0.05 0.01 0.00
C 4.661 -0.198 -0.800 0.19 0.11 0.16
H -4.514 1.799 -3.468 0.02 0.03 0.05
C 0.974 -2.473 3.464 0.34 -0.06 0.09
H -3.383 -0.856 0.862 -0.02 -0.01 -0.02
C -0.571 -3.654 2.294 0.38 -0.08 0.02
H -0.988 1.767 1.309 -0.03 -0.03 0.04
C 3.177 -0.565 -0.832 -0.39 -0.01 -0.58
H -6.246 -0.322 -1.279 0.03 -0.03 -0.11
H 2.464 2.921 -0.204 0.08 -0.07 -0.03
H 5.977 1.416 -0.261 0.00 0.03 -0.01
H 5.075 -0.353 -1.799 -0.01 -0.03 -0.03
H 1.247 1.665 -0.424 -0.03 0.01 -0.02
Cl 1.944 -4.854 2.582 0.11 -0.16 -0.15
H 2.847 -0.224 -2.930 0.04 -0.06 0.03
C -5.223 -0.414 -0.915 0.01 0.07 0.11
H -1.418 -1.493 -2.259 -0.01 -0.03 0.00
```
Positions in Å, forces in eV/Å.



4.
# C22H36IrN4SSi3

A molecular structure, C22H36IrN4SSi3 (ωB97M-V with the def2-TZVPD basis set, OMol25).

Properties
<S²>: 0.76
charge: +2
multiplicity: 2
HOMO level (alpha / beta): -14.5964 / -14.5315 eV
lowest unoccupied orbital energy (alpha / beta): -7.44 / -8.85 eV
energy: -66654.6143 eV
ΔE to the lowest compared entry with this formula, charge and spin: 101.9 kJ/mol

```
67
Properties=species:S:1:pos:R:3:forces:R:3
H 0.275 0.149 3.809 0.03 0.01 -0.01
C 0.290 4.739 0.581 -0.04 -0.05 0.02
H 2.010 -3.506 0.325 -0.12 -0.02 0.03
C -0.767 0.126 3.532 0.02 -0.01 -0.17
N -0.902 -4.127 -0.563 -0.01 -0.01 -0.01
H 2.319 4.453 -0.056 -0.01 0.00 -0.01
H 1.253 1.417 -2.870 -0.01 0.00 -0.01
H -3.914 0.226 4.744 0.00 0.01 0.00
H -0.789 -2.800 2.374 0.01 -0.02 0.00
C 1.372 3.980 0.172 0.06 0.03 -0.05
H 5.178 0.162 1.452 0.03 -0.01 0.02
C 4.471 -1.070 -1.647 0.09 0.12 -0.01
Ir 0.042 -0.197 0.543 0.14 0.18 -1.27
C -3.112 0.167 4.019 0.05 0.00 0.05
N -0.333 -2.227 0.335 0.23 -0.30 0.82
H 0.743 -1.185 -2.655 0.07 0.06 -0.08
H 2.391 2.763 -2.822 -0.02 -0.01 -0.04
H 2.467 -2.584 2.520 0.02 0.01 0.01
H 4.795 -1.566 1.416 0.02 0.00 0.04
C 4.274 2.166 -0.352 0.08 -0.05 -0.01
Si 2.738 -0.225 1.843 -0.40 -0.09 0.33
H 3.042 -3.983 -1.023 0.00 0.02 -0.01
H 4.454 3.093 -0.902 -0.03 0.01 0.00
C -1.783 0.211 4.451 -0.07 0.01 0.07
C -1.094 -4.277 0.787 -0.03 -0.02 0.00
H -1.077 -4.825 -1.269 0.01 0.00 0.01
C 1.732 -1.645 -2.722 -0.03 0.02 -0.02
H 5.144 -0.893 -0.810 0.03 -0.04 0.03
C 4.556 -0.616 1.893 0.18 0.09 -0.31
N 0.100 1.957 0.324 0.28 0.25 0.92
C -0.460 -2.891 -0.802 -0.05 0.04 -0.07
H -4.420 0.017 2.302 0.00 0.00 0.00
C 1.970 -1.653 2.802 0.09 -0.06 0.13
H -1.884 2.196 0.875 0.00 0.02 0.03
H -1.798 4.615 1.108 0.01 0.00 0.02
H 4.488 -0.190 -2.291 0.02 -0.04 0.00
H -1.540 0.312 5.498 -0.01 -0.01 0.00
C 2.089 -0.124 0.002 -0.27 -0.15 -0.06
H 1.618 -2.680 -3.055 -0.03 0.00 0.01
Si 2.571 1.534 -0.756 0.38 0.12 0.10
H 4.887 -1.897 -2.231 -0.05 -0.04 0.01
H -1.453 -5.191 1.224 0.00 0.01 0.01
H 0.907 -1.834 2.713 -0.04 0.09 -0.01
C -0.750 -3.090 1.340 0.05 0.04 -0.03
H 0.369 5.811 0.701 0.01 0.00 -0.02
H 4.431 2.371 0.706 0.00 0.01 0.02
C -0.904 4.081 0.820 -0.04 0.08 -0.02
C 2.872 -3.211 -0.267 0.02 0.00 0.01
H 1.421 1.781 2.661 -0.01 -0.02 0.03
S -2.259 -0.132 0.057 -0.16 0.17 -0.30
C -2.334 -0.016 1.799 0.06 -0.07 -0.19
C -0.956 2.710 0.692 0.03 -0.25 0.03
H 2.170 -1.487 3.865 0.10 -0.03 -0.02
C -3.407 0.052 2.675 0.06 -0.02 -0.04
N -1.062 0.009 2.223 -0.24 0.00 0.25
H 2.256 -1.121 -3.521 0.04 0.02 0.00
H 3.742 -3.228 0.393 -0.02 0.00 -0.02
H 4.816 -0.701 2.952 -0.04 0.02 0.02
C 2.432 1.385 2.755 0.04 0.08 0.01
H -0.261 -2.514 -1.788 -0.04 -0.04 0.06
H 2.969 1.147 -3.200 0.00 0.01 0.00
H 2.639 1.238 3.819 0.01 -0.05 -0.01
H 5.041 1.459 -0.672 0.00 0.05 0.00
Si 2.743 -1.558 -1.134 -0.12 -0.02 -0.03
C 1.266 2.605 0.045 -0.35 -0.16 -0.20
C 2.265 1.704 -2.582 -0.08 -0.06 -0.05
H 3.108 2.172 2.420 0.01 0.02 -0.01
```
Positions in Å, forces in eV/Å.



- The lowest energy belongs to which entry?
  C22H36BBrF4N3OP2Ta



- Which value of energy does entry 2 give?
  -131622.1358 eV



- Which of these has the highest energy?
  C22H35O3Sr